{
  "formula": "C39H97F12N9O20S4",
  "method": "wB97M-V/def2-TZVPD",
  "symbols": ["C", "F", "F", "F", "S", "O", "O", "N", "S", "O", "O", "C", "F", "F", "F", "C", "F", "F", "F", "S", "O", "O", "N", "S", "O", "O", "C", "F", "F", "F", "C", "C", "C", "O", "C", "N", "H", "H", "H", "H", "H", "H", "H", "H", "H", "H", "H", "C", "C", "C", "O", "C", "N", "H", "H", "H", "H", "H", "H", "H", "H", "H", "H", "H", "C", "C", "C", "O", "C", "N", "H", "H", "H", "H", "H", "H", "H", "H", "H", "H", "H", "C", "C", "C", "O", "C", "N", "H", "H", "H", "H", "H", "H", "H", "H", "H", "H", "H", "C", "C", "C", "O", "C", "N", "H", "H", "H", "H", "H", "H", "H", "H", "H", "H", "H", "C", "C", "C", "O", "C", "N", "H", "H", "H", "H", "H", "H", "H", "H", "H", "H", "H", "C", "C", "C", "O", "C", "N", "H", "H", "H", "H", "H", "H", "H", "H", "H", "H", "H", "C", "C", "C", "O", "H", "H", "H", "H", "H", "H", "H", "H", "C", "C", "O", "O", "H", "H", "H", "H", "H", "H", "C", "C", "O", "O", "H", "H", "H", "H", "H", "H"],
  "xyz": [[-2.8424, 5.3299, -7.1731], [-3.9927, 5.6520, -7.7549], [-3.0089, 5.0149, -5.8643], [-2.1856, 4.2684, -7.7728], [-1.6849, 6.8570, -7.2061], [-0.4990, 6.5131, -8.0658], [-2.4510, 7.9918, -7.6793], [-0.9450, 6.9598, -5.4952], [-2.1133, 7.6721, -4.6377], [-3.4582, 7.3996, -5.1214], [-1.9622, 7.4474, -3.2500], [-1.8478, 9.6755, -4.8302], [-0.9706, 9.9687, -5.8263], [-3.1203, 10.2286, -5.0290], [-1.3988, 10.1668, -3.6527], [-2.1945, -1.9099, -0.8323], [-2.4630, -1.2725, -1.9253], [-3.2652, -2.4248, -0.3502], [-1.4073, -2.9275, -1.0802], [-1.5156, -0.6338, 0.4895], [-2.1587, 0.6282, 0.0996], [-1.8373, -1.0593, 1.8544], [0.1586, -0.5904, -0.0322], [0.8341, -1.8627, 0.6360], [0.0212, -2.9923, 1.0656], [2.0021, -2.2912, -0.1427], [1.6322, -1.1493, 2.2231], [2.2505, -2.1757, 2.8532], [2.5244, -0.1800, 1.9672], [0.6602, -0.7000, 2.9743], [8.4463, 2.2139, -3.2353], [7.5505, 2.9610, -2.2512], [8.2722, 3.1065, -0.8831], [7.5151, 3.8068, 0.0844], [8.2656, 4.2302, 1.2185], [7.3707, 4.2457, -2.7532], [9.4235, 2.6789, -3.3655], [7.9265, 2.2135, -4.1934], [8.5168, 1.1580, -2.9742], [6.6197, 2.4076, -2.1274], [9.3080, 3.4454, -0.9061], [8.4315, 2.0456, -0.6902], [9.1278, 4.8324, 0.9316], [8.6937, 3.3657, 1.7258], [7.6724, 4.8605, 1.8809], [8.1309, 4.3483, -3.4101], [7.8227, 4.6995, -1.9723], [-3.7946, 1.0524, 9.3118], [-5.1256, 1.3990, 9.9817], [-5.8026, 2.6331, 9.3616], [-6.9785, 3.1001, 10.0867], [-7.2968, 4.4076, 9.6448], [-5.8925, 0.1649, 9.9304], [-3.9290, 0.8582, 8.2477], [-3.3899, 0.1154, 9.6943], [-3.1963, 1.8769, 9.6996], [-4.8921, 1.7621, 10.9825], [-6.0103, 2.3834, 8.3211], [-5.0388, 3.4105, 9.3810], [-6.6396, 5.0917, 10.1815], [-8.3326, 4.5876, 9.9327], [-7.1196, 4.5509, 8.5789], [-6.9003, 0.1017, 9.9510], [-5.6777, -0.3103, 10.7953], [9.9161, -7.4865, 9.0237], [9.1081, -7.0488, 7.8673], [7.7511, -7.6454, 7.8548], [6.9797, -7.2450, 6.6824], [5.9781, -8.0716, 6.1710], [9.1221, -5.6145, 7.8671], [10.8837, -6.9908, 9.1018], [10.0058, -8.5719, 8.9804], [9.3884, -7.4014, 9.9737], [9.6485, -7.4001, 6.9882], [7.0985, -7.3474, 8.6754], [7.7726, -8.7352, 7.8652], [6.3923, -9.0706, 6.0350], [5.5718, -7.7703, 5.2055], [5.1561, -8.0803, 6.8868], [8.9828, -5.4269, 8.8497], [8.2064, -5.3434, 7.5385], [5.4388, -1.0172, 11.4699], [5.9900, -1.1899, 12.8809], [4.9302, -1.0289, 14.0449], [5.5222, -1.1921, 15.3505], [4.5323, -1.0596, 16.3895], [6.7978, -2.3426, 12.8462], [4.8975, -1.8605, 11.0410], [6.3107, -0.8218, 10.8456], [4.7942, -0.1634, 11.2609], [6.7679, -0.4835, 13.1708], [4.0445, -1.5801, 13.7290], [4.5142, -0.0233, 13.9817], [4.1069, -0.0598, 16.4755], [5.1275, -1.3536, 17.2541], [3.7275, -1.7886, 16.4843], [6.7156, -2.8288, 13.7276], [7.7625, -2.0434, 12.8349], [0.5932, -4.6461, -13.2150], [-0.7979, -5.0469, -12.7275], [-1.4027, -4.3553, -11.4325], [-0.6569, -4.5690, -10.2660], [-0.7472, -5.8446, -9.7331], [-1.6368, -4.8161, -13.9065], [0.6467, -3.6600, -13.6764], [0.9766, -5.4397, -13.8563], [1.3986, -4.5413, -12.4881], [-0.8339, -6.1130, -12.5031], [-2.4454, -4.6476, -11.3083], [-1.5177, -3.2836, -11.5946], [-1.0540, -6.6394, -10.4129], [-1.2928, -5.8910, -8.7906], [0.2053, -6.2059, -9.3453], [-1.2077, -5.0483, -14.7909], [-2.2474, -5.6087, -13.7690], [-9.7304, 3.0426, -2.3319], [-10.9213, 3.7155, -1.6411], [-10.8782, 5.2066, -1.1419], [-9.8310, 5.3755, -0.1016], [-10.1000, 4.6958, 1.1399], [-12.0208, 3.6189, -2.6410], [-9.9079, 1.9855, -2.5294], [-8.9616, 3.0857, -1.5604], [-9.2943, 3.6649, -3.1135], [-11.2111, 3.0339, -0.8413], [-11.8269, 5.6388, -0.8238], [-10.7242, 5.7714, -2.0613], [-10.7221, 5.1869, 1.8881], [-9.1185, 4.7916, 1.6043], [-10.3921, 3.6490, 1.0560], [-12.5560, 2.8166, -2.3412], [-12.5931, 4.4433, -2.5269], [-13.8436, -1.7840, -6.6802], [-12.7440, -1.6255, -7.7126], [-11.9012, -2.8993, -7.7400], [-10.7010, -2.7777, -8.4461], [-9.7868, -1.8201, -7.9320], [-13.2002, -1.2432, -9.0361], [-13.4583, -2.1497, -5.7284], [-14.5750, -2.5201, -7.0136], [-14.3691, -0.8791, -6.3748], [-12.1890, -0.6962, -7.5842], [-12.5657, -3.6420, -8.1816], [-11.6523, -3.2908, -6.7536], [-9.2545, -2.1740, -7.0491], [-9.9643, -0.7463, -7.8721], [-8.9563, -1.8348, -8.6378], [-13.1171, -0.2435, -9.1534], [-12.3708, -1.6688, -9.4247], [9.9834, -6.7732, -1.1296], [8.6525, -6.1473, -0.6371], [8.7001, -5.1695, 0.5774], [8.0820, -5.3394, -1.6165], [10.4979, -7.3384, -0.3525], [10.7101, -6.0557, -1.5105], [9.6045, -7.4020, -1.9354], [7.9496, -6.9486, -0.4093], [9.1973, -4.2099, 0.4357], [9.2320, -5.7353, 1.3423], [7.7162, -4.8396, 0.9107], [7.4812, -4.7775, -1.1215], [2.9073, 7.5337, 0.3602], [2.3734, 6.1071, 0.7019], [2.5849, 5.3117, -0.4447], [3.0211, 7.7036, -1.1034], [3.8308, 7.8062, 0.8711], [2.2507, 8.3599, 0.6331], [1.2983, 6.1025, 0.8816], [2.6452, 5.8288, 1.7202], [2.1246, 4.5031, -0.2084], [3.6125, 8.4499, -1.2261], [2.4870, 0.8085, -6.5342], [3.0031, 1.5304, -7.8265], [3.6704, 2.7867, -7.5180], [2.0660, 1.8408, -5.6716], [3.1532, 0.1026, -6.0382], [1.5579, 0.2816, -6.7518], [2.1379, 1.7195, -8.4618], [3.6346, 0.8597, -8.4092], [3.8615, 3.0678, -8.4158], [1.6510, 1.3397, -4.9656]],
  "atomic_forces_ev_per_a": [[1.68, -0.11, 1.47], [0.56, -0.92, 0.14], [-0.39, -0.51, -1.82], [-1.60, 1.50, 0.48], [5.01, 0.47, -0.24], [-2.96, 0.16, 1.98], [0.00, -0.80, 0.57], [-2.73, 0.60, -2.93], [-0.90, 0.23, -1.27], [0.60, 0.92, -0.15], [1.00, 0.23, 1.52], [-1.24, -1.70, 0.31], [-1.36, 0.30, 1.17], [2.32, -0.30, -0.21], [-0.05, 0.03, -1.11], [1.68, 0.77, 1.88], [-0.15, 0.89, -1.49], [-2.91, -0.71, 1.16], [1.15, -0.36, -0.72], [0.03, 1.81, -0.55], [1.14, -1.71, 0.08], [0.65, 0.01, -1.98], [-3.20, -0.80, 1.68], [3.04, -1.90, -0.50], [0.20, 1.36, 0.25], [-0.96, 1.07, 0.63], [-0.29, -1.45, -1.74], [0.05, 0.65, 0.07], [-0.32, -0.37, 0.30], [-0.09, 0.64, 0.99], [-0.81, -1.09, 0.16], [1.57, -1.67, 1.04], [-0.36, -2.43, 0.01], [0.14, 0.24, -0.03], [0.36, -0.33, -0.63], [0.32, 2.79, -0.41], [0.07, -0.04, 0.18], [0.06, 0.17, -0.15], [0.44, -0.07, 0.09], [-0.11, 0.02, 0.21], [0.09, 0.84, -0.64], [-0.16, -0.46, 1.32], [0.16, 0.23, -0.36], [-0.24, -0.13, 0.39], [-0.33, -0.41, -0.16], [-0.25, 0.42, -0.90], [-0.93, 1.92, -0.11], [-0.56, 0.56, 0.87], [-0.87, 0.25, -0.33], [0.10, -0.65, 0.39], [1.16, -1.01, -1.14], [0.20, -0.19, 0.70], [-0.40, -1.04, 0.90], [0.31, 0.73, -0.11], [-0.14, 0.09, 0.35], [0.98, -0.02, -1.14], [-0.12, -0.45, 0.58], [-0.50, 0.28, -0.22], [0.02, 0.29, -0.10], [-0.03, 0.43, -0.01], [0.05, 0.15, -0.23], [-0.29, -0.11, -0.14], [-0.27, 1.23, -0.32], [0.38, -0.53, -0.04], [0.02, -1.74, 1.33], [0.87, -0.07, -1.05], [-2.74, -0.93, -1.12], [1.69, 1.39, -0.41], [0.08, -0.77, 0.98], [-1.00, 0.82, 0.42], [-0.09, -0.11, -0.19], [0.68, -0.16, -0.17], [-0.17, 0.68, 0.18], [-0.18, -0.05, -0.41], [0.40, 0.17, 0.67], [0.30, -0.29, 0.04], [-0.22, -0.40, 0.04], [0.46, 0.61, 0.10], [-0.35, -0.39, -0.01], [0.38, 0.73, 0.51], [-0.11, 0.53, -0.89], [-0.05, 1.18, -0.46], [-0.77, 2.11, 1.16], [0.84, 0.40, -1.45], [-2.11, -0.61, -1.11], [1.48, -0.62, 0.76], [0.81, -2.90, 0.84], [0.27, -0.39, 0.51], [0.00, -0.29, -0.22], [-0.10, 0.31, 0.55], [-0.73, 1.52, -0.58], [-0.08, -1.21, 0.99], [0.40, 0.52, -0.08], [0.22, 0.13, -0.11], [-0.05, 0.75, 0.44], [-0.22, -0.25, -1.18], [-0.02, -0.41, 0.15], [0.12, -0.26, -0.20], [1.16, 0.04, 1.22], [0.86, 0.85, 0.23], [0.10, 0.34, -1.49], [0.26, 0.40, -0.45], [0.63, -1.30, 1.18], [-1.64, -0.72, 0.84], [-0.60, -0.14, -0.49], [-0.19, 0.21, -0.49], [-0.31, -0.29, 0.73], [0.53, -0.21, 0.14], [-0.17, -0.65, 0.00], [0.59, 0.16, 0.01], [-0.45, 0.24, -0.18], [-0.95, 0.28, -0.23], [0.68, 0.37, -0.46], [0.72, 0.18, 0.11], [-1.22, 0.25, -0.69], [1.15, 1.65, 2.10], [-1.33, -0.37, -0.81], [1.71, -1.54, 0.41], [-2.08, -0.08, -1.19], [1.46, 0.61, -0.14], [-0.05, 0.36, 0.38], [-0.20, 0.34, -0.46], [0.51, -0.40, 0.06], [-0.46, -0.43, -0.51], [0.18, 0.27, 0.53], [-0.37, -0.71, 0.62], [1.18, 0.45, 0.24], [-0.79, 0.45, -0.59], [0.10, -0.64, 0.14], [0.07, 0.05, -0.25], [-0.50, 0.06, -0.38], [-0.57, -0.07, -0.16], [-0.18, -0.18, 0.62], [-0.31, 1.74, 1.93], [-0.39, 0.45, 0.67], [-0.13, 0.81, -0.73], [2.14, -0.70, -0.74], [-0.40, -1.83, -1.09], [0.31, -0.19, -0.01], [-0.13, 0.04, -0.15], [-0.02, 0.22, -0.59], [0.94, -0.58, 2.01], [0.38, -0.31, -0.55], [-0.28, 0.35, 0.46], [-0.65, 0.00, 0.64], [-1.22, -0.17, 0.21], [-0.04, -0.14, -0.40], [0.01, 0.00, -0.08], [-0.03, 0.50, -2.17], [-1.18, 0.56, 0.15], [0.58, 1.74, 1.48], [0.97, -1.35, 0.48], [-0.37, 0.11, -1.83], [-0.33, -0.25, -0.01], [-0.31, 0.23, -0.10], [0.72, -0.31, -0.14], [0.11, -0.36, 0.28], [0.57, -0.31, -0.62], [-0.23, 0.42, 0.70], [-0.29, -0.66, 0.13], [-0.25, 0.19, -0.53], [-0.46, 0.62, -1.31], [-1.25, 2.00, -0.71], [0.61, -0.68, 1.35], [0.25, -0.49, 1.51], [0.49, -0.59, -0.18], [-0.62, -0.42, 0.60], [-0.50, 0.72, -0.41], [1.45, -0.73, -0.18], [0.02, -0.47, -0.55], [0.01, 0.04, -0.12], [-0.47, 1.23, -1.00], [-0.33, -0.36, 1.07], [-0.41, -1.66, -0.60], [0.24, -0.20, 0.64], [0.56, 0.17, -0.19], [0.21, -0.62, -0.74], [-0.21, 0.26, 0.11], [0.39, -0.10, 0.11], [0.29, 0.70, 0.10], [-0.25, 0.56, 0.52]],
  "orbital_gap_ev": 7.5238,
  "lumo_energy_ha": 0.09019,
  "total_charge": -2,
  "homo_energy_ev": -5.069
}

***

{
  "formula": "C3AsF6OPdS4Se3Te",
  "method": "wB97M-V/def2-TZVPD",
  "symbols": ["Pd", "O", "C", "S", "C", "C", "S", "S", "S", "Se", "Se", "Te", "Se", "F", "As", "F", "F", "F", "F", "F"],
  "xyz": [[0.3385, -1.1863, -0.5394], [2.2620, 3.1924, 4.3911], [1.9390, 2.3451, 3.6252], [3.0655, 1.1449, 2.9413], [1.9207, 0.2796, 1.9597], [0.5181, 0.8263, 1.9792], [-0.7433, 0.2344, 1.1508], [0.2610, 2.1847, 3.0067], [2.3662, -1.0523, 1.1798], [2.2386, -0.8189, -2.4243], [1.4535, -2.8336, -1.9755], [-0.9713, -3.2658, 0.0961], [-0.2684, -3.8630, 2.2298], [-2.4804, -0.5279, -1.1128], [-2.0819, 0.4160, -2.5521], [-0.6040, 0.9358, -1.7231], [-2.8893, 1.7586, -1.8519], [-1.6124, 1.3289, -3.9246], [-3.5138, -0.1355, -3.3145], [-1.1983, -0.9636, -3.1418]],
  "atomic_forces_ev_per_a": [[-0.09, -1.55, 0.18], [0.00, -0.02, 0.05], [-0.05, 0.04, -0.15], [-0.09, 0.11, 0.03], [-0.08, 0.29, 0.21], [0.15, -0.07, 0.23], [0.22, 0.17, -0.62], [0.13, 0.09, 0.27], [0.26, -0.11, 0.04], [-0.06, 0.16, 0.02], [-0.03, 0.47, -0.10], [-0.22, 0.44, -0.08], [-0.01, 0.03, -0.05], [-0.01, -0.21, 0.14], [0.01, 0.22, -0.03], [-0.03, 0.01, -0.06], [-0.14, 0.15, 0.05], [0.03, 0.06, -0.12], [-0.08, -0.07, -0.03], [0.09, -0.19, 0.01]],
  "orbital_gap_ev": [4.9860, 4.9042],
  "relative_energy_kcal_mol": 25.37,
  "lumo_energy_ha": [-0.14575, -0.14582],
  "total_charge": 0,
  "multiplicity": 2,
  "homo_energy_ev": [-8.952, -8.872]
}

***

{
  "formula": "C3Br3F3",
  "method": "wB97M-V/def2-TZVPD",
  "symbols": ["C", "C", "C", "F", "F", "F", "Br", "Br", "Br"],
  "xyz": [[0.0557, -0.2188, -0.6023], [0.9424, -0.9811, 0.8637], [-0.7608, 0.9795, -0.3323], [-0.5570, 1.9390, -1.2522], [-0.4746, 1.5292, 0.8561], [-2.0917, 0.7501, -0.3200], [-0.1617, -1.2911, -2.0556], [1.7748, -2.5461, 0.3939], [1.2729, -0.1607, 2.4487]],
  "atomic_forces_ev_per_a": [[3.14, -2.49, 5.18], [-3.02, 2.09, -5.28], [-0.63, 0.80, 0.19], [0.07, -0.10, -0.27], [0.12, -0.11, -0.07], [0.08, -0.27, -0.16], [-0.16, 0.16, -0.13], [0.23, -0.22, 0.21], [0.17, 0.14, 0.34]],
  "orbital_gap_ev": [8.4540, 7.4684],
  "relative_energy_kcal_mol": 0.00,
  "lumo_energy_ha": [-0.02866, -0.04136],
  "total_charge": 0,
  "homo_energy_ev": [-9.234, -8.594]
}